The following is a DFT calculation (ωB97M-V with the def2-TZVPD basis set) of a 7-piece molecular cluster, C25H34F15NO13 overall.

LUMO energy (spin up / spin down)   2.14 / 2.09 eV
Highest occupied orbital energy (spin up / spin down)   0.15 / -5.59 eV
Spin multiplicity   2
Total energy   -95343.8212 eV
⟨S²⟩   0.7528
Kohn-Sham gap (spin up / spin down)   0.07312 / 0.28197 hartree
Charge   -1

Atoms and positions in Å:
1 C 37.7315 -3.1026 17.1518
2 C 36.3629 -2.4331 17.6333
3 O 35.2524 -3.3411 17.6839
4 C 34.0176 -2.9491 17.8315
5 O 33.7356 -1.7981 18.1503
6 C 32.9214 -4.0320 17.7086
7 F 32.3054 -4.1647 18.9104
8 F 32.0280 -3.5197 16.9025
9 F 33.3355 -5.2648 17.2484
10 H 38.5327 -2.3652 17.1025
11 H 37.7309 -3.6490 16.2087
12 H 38.0363 -3.8804 17.8519
13 H 36.1519 -1.5549 17.0231
14 H 36.5001 -2.0422 18.6415
15 C 26.8465 -6.6033 21.7464
16 C 27.8807 -7.7150 21.8970
17 O 29.1598 -7.1390 22.0329
18 C 30.2972 -7.8279 21.9123
19 O 30.3907 -9.0376 21.9678
20 C 31.6004 -6.9747 21.8821
21 F 32.7043 -7.6754 21.6050
22 F 31.4806 -6.0132 21.0231
23 F 31.7029 -6.3507 23.1078
24 H 26.0099 -6.9595 22.3476
25 H 26.6336 -6.2804 20.7273
26 H 27.2176 -5.7471 22.3098
27 H 27.8428 -8.3007 20.9785
28 H 27.6199 -8.3464 22.7464
29 C 25.6416 -3.3594 19.4013
30 C 24.1747 -3.0167 19.7135
31 O 23.5755 -4.1200 20.2815
32 C 22.7319 -4.9090 19.5827
33 O 22.3218 -4.7770 18.4665
34 C 22.3018 -6.2016 20.3079
35 F 20.9776 -6.4261 20.4485
36 F 22.8363 -7.2206 19.5961
37 F 22.9195 -6.2357 21.5104
38 H 25.9032 -4.3458 19.0184
39 H 26.3093 -3.2564 20.2566
40 H 26.0853 -2.7523 18.6123
41 H 23.7537 -2.7805 18.7362
42 H 24.2009 -2.1348 20.3535
43 C 29.2504 0.3257 20.8859
44 C 28.8093 -0.9828 20.1511
45 O 27.9779 -0.6556 19.0889
46 C 28.4441 -0.0396 17.9575
47 O 29.6128 0.4426 17.9321
48 C 27.4522 -0.0187 16.7274
49 F 26.9226 1.2416 16.5301
50 F 28.0766 -0.4548 15.6730
51 F 26.4463 -0.8261 16.9988
52 H 30.1552 0.7985 20.5040
53 H 29.5040 0.3070 21.9458
54 H 28.5103 1.1256 20.8613
55 H 28.2121 -1.6419 20.7813
56 H 29.6772 -1.5289 19.7815
57 C 30.1335 -2.0334 23.7810
58 C 31.5052 -1.2394 23.8254
59 O 32.5278 -2.1171 24.1803
60 C 33.7847 -1.8958 23.9262
61 O 34.2820 -0.8335 23.6654
62 C 34.7926 -3.1075 24.0946
63 F 35.4159 -3.4181 22.9786
64 F 35.6078 -2.7491 25.0277
65 F 34.1048 -4.1869 24.5517
66 H 30.0794 -2.6924 22.9144
67 H 29.3106 -1.3208 23.7263
68 H 30.0277 -2.7391 24.6049
69 H 31.4764 -0.3029 24.3824
70 H 31.7093 -0.9274 22.8011
71 C 29.8131 -10.4276 17.8297
72 O 29.5572 -9.0563 17.5778
73 C 29.6621 -8.6433 16.2659
74 O 29.5339 -9.4318 15.3566
75 O 29.7066 -7.2895 16.2060
76 C 29.5911 -6.5660 14.9622
77 H 29.8513 -10.4213 18.9190
78 H 30.7249 -10.8458 17.4033
79 H 29.0527 -11.0244 17.3261
80 H 28.6738 -5.9772 14.9652
81 H 29.5863 -7.2901 14.1474
82 H 30.4964 -5.9644 14.8803
83 C 29.1324 -5.3188 18.5296
84 C 29.0431 -4.7005 19.7714
85 N 28.8811 -4.1659 20.7049
86 H 30.1249 -5.7185 18.3215
87 H 28.6707 -4.8766 17.6468
88 H 28.4038 -6.1295 18.5232

***

The following is a DFT calculation (ωB97M-V with the def2-TZVPD basis set) of a 2-piece molecular cluster, C2H6O2Se overall.

LUMO energy   0.62 eV
Highest occupied orbital energy   -8.70 eV
Total energy   -71609.2998 eV
Kohn-Sham gap   0.34263 hartree
Charge   0

Atoms and positions in Å:
1 C -0.3360 1.3289 0.7093
2 C -0.3311 -1.5892 0.5467
3 O 0.8298 1.5578 0.1450
4 O 1.0275 -1.3025 0.4322
5 Se -1.3296 -0.0149 -0.0728
6 H -0.8490 2.2294 0.9962
7 H 0.0952 0.5390 2.0086
8 H -0.6478 -1.5753 1.5397
9 H -0.4845 -2.4861 0.0094
10 H 1.1268 0.6960 -0.2518
11 H 1.4421 -1.1716 1.2446

***

The following is a DFT calculation (ωB97M-V with the def2-TZVPD basis set) of an isolated molecule of C5H9NO.

LUMO energy   0.92 eV
Highest occupied orbital energy   -8.92 eV
SMILES   CC(=O)[C@@H]1CN1C
Total energy   -8866.8239 eV
Kohn-Sham gap   0.36182 hartree
Charge   0

Atoms and positions in Å:
1 C -1.4716 -1.1207 1.2620
2 N -0.4504 -0.2777 0.6660
3 C -0.2639 1.1318 0.8653
4 C -0.5248 0.5689 -0.4926
5 C 0.7345 0.6570 -1.3293
6 O 0.8762 1.6046 -2.0727
7 C 1.8024 -0.3984 -1.1473
8 H -0.9496 -1.8777 1.8586
9 H -2.0456 -1.6512 0.4952
10 H -2.1762 -0.6059 1.9306
11 H -1.0060 1.7644 1.3530
12 H 0.7735 1.4268 1.0327
13 H -1.4546 0.8026 -1.0159
14 H 2.7731 0.0092 -1.4361
15 H 1.8314 -0.8163 -0.1379
16 H 1.5515 -1.2175 -1.8316

***

The following is a DFT calculation (ωB97M-V with the def2-TZVPD basis set) of an isolated molecule of C3H2N2O2.

LUMO energy   -1.20 eV
Highest occupied orbital energy   -10.13 eV
SMILES   O=c1nncco1
Total energy   -10215.7715 eV
Kohn-Sham gap   0.32837 hartree
Charge   0

Atoms and positions in Å:
1 C 0.4697 -0.8135 0.3457
2 C -0.9271 1.3057 -0.6349
3 C 0.3960 1.4920 -0.5285
4 H -1.7503 1.9597 -0.9019
5 H 0.9409 2.3314 -0.8289
6 N -0.8345 -0.9872 0.0990
7 N -1.4966 0.0151 -0.2821
8 O 1.0728 -1.6371 0.9839
9 O 1.1141 0.4631 0.0059

***

The following is a DFT calculation (ωB97M-V with the def2-TZVPD basis set) of C2H5N2P as an isolated structure.

LUMO energy   0.79 eV
Highest occupied orbital energy   -8.73 eV
Total energy   -14422.7639 eV
Kohn-Sham gap   0.34978 hartree
Charge   0

Atoms and positions in Å:
1 C -0.1179 -1.1112 -0.0511
2 C -0.8754 0.1498 -0.0781
3 N 1.1502 -1.2176 -0.0877
4 N 0.2312 1.1921 -0.1499
5 P 1.7486 0.4061 0.0451
6 H -0.6737 -2.1592 -0.0603
7 H -1.7098 0.1955 -0.9004
8 H -1.4597 0.3729 0.7733
9 H -0.0451 1.8842 -0.9369
10 H 1.7518 0.2875 1.4461

***

The following is a DFT calculation (ωB97M-V with the def2-TZVPD basis set) of a 2-piece molecular cluster, CH4INS overall.

LUMO energy (spin up / spin down)   -0.35 / -0.11 eV
Highest occupied orbital energy (spin up / spin down)   -8.18 / -8.40 eV
Total energy   -21523.7959 eV
Kohn-Sham gap (spin up / spin down)   0.28764 / 0.30442 hartree
Charge   0

Atoms and positions in Å:
1 C -1.2478 0.5529 0.6554
2 N 1.1132 -0.4944 0.2960
3 S 1.5477 -1.3562 -0.9603
4 I -2.6416 -0.3062 -0.6277
5 H -1.0601 1.6309 0.5164
6 H -1.2685 0.2609 1.7008
7 H 1.4260 0.4386 0.4056
8 H 2.1311 -0.7265 -1.9863

***

The following is a DFT calculation (ωB97M-V with the def2-TZVPD basis set) of an isolated ion of composition C11H19N2O and charge +1.

LUMO energy (spin up / spin down)   -5.43 / -4.67 eV
Highest occupied orbital energy (spin up / spin down)   -11.41 / -12.06 eV
SMILES   CCC/C(=C(\[O-])CC=[N+]=C=[NH2+])C(C)C
Total energy   -16730.0744 eV
Kohn-Sham gap (spin up / spin down)   0.21982 / 0.27184 hartree
Charge   +1

Atoms and positions in Å:
1 C -0.1130 2.3359 -1.8271
2 C 0.1962 -0.2801 -1.7565
3 C 0.4471 2.1665 0.5234
4 C 0.4666 1.1248 -2.4331
5 C 0.2087 -0.3807 -0.2722
6 C -3.5584 -0.2027 0.5034
7 C 1.2647 -2.1742 0.4379
8 C 2.8390 -0.3005 0.0237
9 C -1.1460 -0.7748 0.2748
10 C -2.1741 0.3093 0.0703
11 C 1.4383 -0.6019 0.5269
12 N 0.0554 2.5437 -0.5836
13 N 0.9835 2.3603 1.6790
14 O 0.0985 -1.1594 -2.5629
15 H -0.8337 2.8807 -2.2728
16 H 0.2700 0.8556 -3.5173
17 H 1.6262 1.2893 -2.2739
18 H -4.2424 -0.5805 -0.2941
19 H -4.2582 0.4828 0.9908
20 H -3.5406 -1.0682 1.2489
21 H 0.8640 -2.5425 -0.6009
22 H 0.6971 -2.6878 1.1253
23 H 2.2949 -2.7368 0.4770
24 H 3.4311 -0.4930 0.8559
25 H 2.8935 0.7320 -0.1025
26 H 2.9500 -0.8179 -0.9444
27 H -1.4541 -1.6169 -0.2303
28 H -1.1990 -0.9719 1.4060
29 H -2.0403 1.1908 0.5635
30 H -2.1160 0.6224 -0.9086
31 H 1.3722 -0.3724 1.5225
32 H 0.3062 2.2277 2.4126
33 H 1.6608 3.1436 1.7186

***

The following is a DFT calculation (ωB97M-V with the def2-TZVPD basis set) of C26H30IrN7OS3Si as an isolated structure.

LUMO energy (spin up / spin down)   -1.96 / -3.46 eV
Highest occupied orbital energy (spin up / spin down)   -8.18 / -10.59 eV
Spin multiplicity   6
Total energy   -83141.1068 eV
⟨S²⟩   8.7868
Kohn-Sham gap (spin up / spin down)   0.22871 / 0.26195 hartree
Charge   +1

Atoms and positions in Å:
1 Ir -0.3896 0.0567 0.2572
2 N -2.3345 -3.6548 2.2189
3 C -1.6314 -2.5114 1.8495
4 S -1.9353 -2.0126 0.1405
5 N -0.8177 -1.9557 2.6575
6 N -0.0822 -0.9245 2.1753
7 C 0.7382 -0.2841 3.0032
8 C 1.4973 0.7655 2.4634
9 C 2.4455 1.5072 3.2103
10 C 3.2281 2.4362 2.5893
11 C 3.0912 2.6518 1.1962
12 C 2.1315 1.9435 0.5259
13 N 1.3244 1.0461 1.1243
14 H -3.2580 -3.7331 1.8208
15 H -2.3015 -3.8493 3.2101
16 H 0.8209 -0.5889 4.0401
17 H 2.5441 1.3056 4.2719
18 H 3.9643 2.9954 3.1551
19 H 3.7167 3.3562 0.6657
20 H 1.9814 2.0898 -0.5378
21 C 1.0215 -4.3720 0.1764
22 Si 1.9198 -3.1190 -0.8922
23 C 3.0520 -4.0193 -2.0434
24 C 2.8366 -1.7713 -0.0312
25 N 0.3647 -2.4313 -1.4975
26 C 0.2775 -1.6808 -2.7195
27 C 1.0594 -2.1085 -3.7939
28 C 1.1474 -1.4172 -4.9908
29 C 0.4072 -0.2622 -5.1610
30 C -0.4147 0.1696 -4.1329
31 C -0.4779 -0.5232 -2.9351
32 O -1.3457 -0.0871 -1.9029
33 C -1.9753 1.1651 -2.0769
34 C -3.2958 1.1700 -2.4535
35 C -3.9607 2.3901 -2.5170
36 C -3.2998 3.5681 -2.1977
37 C -1.9633 3.5344 -1.8135
38 C -1.2931 2.3223 -1.7573
39 H 1.3486 -5.3917 -0.0273
40 H -1.0851 -4.6021 0.3879
41 H 1.1537 -4.1848 1.2494
42 H 3.7503 -4.5899 -1.4188
43 H 3.6433 -3.3457 -2.6693
44 H 2.5225 -4.7306 -2.6833
45 H 3.7191 -2.1514 0.4973
46 H 2.1956 -1.2626 0.6914
47 H 3.1841 -1.0355 -0.7666
48 H 1.5968 -3.0408 -3.6917
49 H 1.7755 -1.7980 -5.7870
50 H 0.4473 0.2960 -6.0870
51 H -1.0179 1.0555 -4.2668
52 H -3.7973 0.2365 -2.6791
53 H -5.0016 2.4141 -2.8116
54 H -3.8252 4.5133 -2.2461
55 H -1.4431 4.4478 -1.5544
56 H -0.2443 2.2789 -1.4826
57 S -2.4620 1.1064 1.3361
58 C -1.8377 2.2376 2.4069
59 N -2.2516 2.3903 3.6494
60 C -1.7217 3.4970 4.4464
61 C -0.5595 4.1132 3.6477
62 S -0.6158 3.3829 1.9796
63 H -3.0031 1.8065 3.9868
64 H -1.3725 3.1172 5.4028
65 H -2.5037 4.2287 4.6372
66 H 0.4073 3.8892 4.0896
67 H -0.6651 5.1890 3.5513
68 N -0.3914 -4.2004 -0.2229
69 C -0.7387 -3.0335 -0.8630

***

The following is a DFT calculation (ωB97M-V with the def2-TZVPD basis set) of an isolated molecule of C4H6N2O.

LUMO energy   0.75 eV
Highest occupied orbital energy   -10.44 eV
SMILES   [H]/N=C/OCCC#N
Total energy   -9271.8711 eV
Kohn-Sham gap   0.41111 hartree
Charge   0

Atoms and positions in Å:
1 N -1.2827 1.2457 0.3398
2 C -1.7343 0.1820 -0.1725
3 O -1.0570 -0.9580 -0.3605
4 C 0.2991 -1.2058 0.0198
5 C 1.2005 -0.0482 0.4606
6 C 1.5618 0.8565 -0.6336
7 N 1.8851 1.5369 -1.5110
8 H -1.9980 1.9677 0.3245
9 H -2.7510 0.0267 -0.5472
10 H 0.7443 -1.6901 -0.8545
11 H 0.2651 -1.9389 0.8325
12 H 0.7430 0.5298 1.2628
13 H 2.1238 -0.5043 0.8391

***

The following is a DFT calculation (ωB97M-V with the def2-TZVPD basis set) of an isolated ion of composition C4H8NO and charge +1.

LUMO energy (spin up / spin down)   -3.18 / -8.64 eV
Highest occupied orbital energy (spin up / spin down)   -11.47 / -15.94 eV
Spin multiplicity   3
Total energy   -7800.2451 eV
⟨S²⟩   2.0089
Kohn-Sham gap (spin up / spin down)   0.30474 / 0.26835 hartree
Charge   +1

Atoms and positions in Å:
1 C 0.1230 0.2668 -0.0889
2 C 1.4149 0.6651 0.3243
3 C 0.7288 -2.0019 1.0281
4 C -1.7681 1.3806 -1.2444
5 N 0.7930 -0.7110 0.4341
6 O -1.1819 0.2474 -0.7173
7 H 2.2487 0.9341 -0.3849
8 H 1.3786 1.2551 1.3414
9 H 1.6065 -2.5366 0.7117
10 H -0.1881 -2.4538 0.6465
11 H 0.8609 -1.8356 2.0480
12 H -2.8169 1.0318 -1.5511
13 H -1.2636 1.6804 -2.1154
14 H -1.9357 2.0775 -0.4320

***

The following is a DFT calculation (ωB97M-V with the def2-TZVPD basis set) of an isolated ion of composition C5H11NO2 and charge -1.

LUMO energy (spin up / spin down)   3.88 / 3.80 eV
Highest occupied orbital energy (spin up / spin down)   0.45 / -2.96 eV
Spin multiplicity   2
Total energy   -10946.2445 eV
⟨S²⟩   0.7534
Kohn-Sham gap (spin up / spin down)   0.12592 / 0.24834 hartree
Charge   -1

Atoms and positions in Å:
1 C 0.4224 1.6368 -2.0505
2 N -0.3024 0.6673 -1.2832
3 C 0.3184 0.3093 0.0075
4 C -0.7538 -0.3839 0.8718
5 C -1.9867 0.4851 1.1300
6 O -0.0920 -0.5573 2.1593
7 C 1.4589 -0.7131 -0.1202
8 O 1.3676 -1.7088 -0.9198
9 H 1.4914 1.7067 -1.8452
10 H 0.0398 2.6275 -1.7633
11 H 0.0607 1.6167 -3.0724
12 H -0.7038 -0.1038 -1.7898
13 H 0.6566 1.2615 0.4273
14 H -0.9929 -1.3994 0.5514
15 H -1.6294 1.4332 1.5305
16 H -2.4959 0.6593 0.1808
17 H -2.7314 0.0176 1.7850
18 H -0.6394 -0.4980 2.9457
19 H 2.3743 -0.3864 0.4128

***

The following is a DFT calculation (ωB97M-V with the def2-TZVPD basis set) of a 2-piece molecular cluster, C23H51N2O3 overall.

LUMO energy   -2.36 eV
Highest occupied orbital energy   -9.44 eV
Total energy   -33785.0204 eV
Kohn-Sham gap   0.26044 hartree
Charge   +1

Atoms and positions in Å:
1 C 1.4052 2.5639 -0.8925
2 C 2.9816 2.1499 -0.7105
3 C 3.7048 1.5683 -2.0624
4 C 2.7927 0.5397 -2.9544
5 C 1.9632 -0.5843 -2.0847
6 N 2.2665 -2.0204 -2.4474
7 C 1.7784 -2.2768 -3.8854
8 C 1.6364 -3.0617 -1.5516
9 C 0.0930 -2.7558 -1.0951
10 C -0.7922 -4.0862 -0.7121
11 C -2.1113 -3.5376 0.1477
12 C -3.0799 -2.5280 -0.7100
13 O -3.7221 -1.6179 0.2924
14 C -2.9051 -0.3699 0.2232
15 C 3.7748 -2.3442 -2.4698
16 C 4.5595 -1.8640 -1.1038
17 C 5.6362 -3.0151 -0.5440
18 O 6.7126 -3.0700 -1.5453
19 C 7.9032 -2.3317 -1.0928
20 C 9.0788 -3.1572 -0.2412
21 O 8.1688 -1.0384 -1.3297
22 H 1.1879 3.2089 -1.8446
23 H 1.0966 3.1364 0.1085
24 H 0.6882 1.6187 -0.9329
25 H 3.6331 3.0341 -0.2483
26 H 3.0411 1.2781 0.0982
27 H 4.7668 1.1617 -1.7654
28 H 3.9119 2.5158 -2.7586
29 H 1.9987 1.2192 -3.5314
30 H 3.4874 0.0946 -3.7917
31 H 0.8094 -0.3224 -2.2450
32 H 2.1271 -0.4967 -0.9096
33 H 1.9741 -3.4003 -4.2304
34 H 0.6148 -2.0561 -4.0086
35 H 2.3315 -1.6050 -4.6781
36 H 1.5984 -4.0695 -2.1906
37 H 2.2403 -3.3226 -0.5841
38 H -0.4368 -2.2198 -2.0135
39 H 0.1140 -1.9907 -0.1844
40 H -0.1675 -4.7266 0.0755
41 H -1.0995 -4.7465 -1.6366
42 H -2.7769 -4.4045 0.5745
43 H -1.6481 -2.9901 1.1017
44 H -3.9016 -3.0911 -1.3652
45 H -2.5139 -1.8198 -1.4561
46 H -3.0558 0.3212 1.1786
47 H -1.7395 -0.5989 0.1757
48 H -3.2308 0.2929 -0.7056
49 H 3.8476 -3.5343 -2.4809
50 H 4.2966 -1.9173 -3.4405
51 H 3.8131 -1.6886 -0.2123
52 H 5.2174 -0.9347 -1.3753
53 H 6.1217 -2.6005 0.4610
54 H 5.0645 -4.0227 -0.3792
55 H 9.0367 -4.3090 -0.4956
56 H 10.1483 -2.7058 -0.4461
57 H 8.7928 -3.0030 0.8981
58 C -6.1995 1.5906 2.0588
59 C -5.7739 2.3354 3.3216
60 N -4.8677 3.4566 3.0684
61 C -4.2277 3.9728 4.2816
62 C -5.1259 4.6026 5.3407
63 C -5.3417 4.4775 2.1298
64 C -6.6610 5.1741 2.4482
65 H -5.3283 1.2646 1.4793
66 H -6.7745 0.6977 2.3284
67 H -6.8350 2.2065 1.4166
68 H -5.2628 1.6040 3.9612
69 H -6.6718 2.6516 3.8646
70 H -3.4497 4.6953 4.0040
71 H -3.6807 3.1452 4.7526
72 H -5.4778 5.5901 5.0352
73 H -4.5597 4.7403 6.2683
74 H -5.9915 3.9780 5.5787
75 H -5.4348 4.0135 1.1396
76 H -4.5642 5.2393 1.9942
77 H -7.4448 4.4735 2.7484
78 H -7.0193 5.6996 1.5568
79 H -6.5423 5.9234 3.2314